Entry 1:
C10H19N3O4S as an isolated structure. Source: OMol25; level of theory: wB97M-V/def2-TZVPD.

Calculated values
HOMO-LUMO gap: 8.367 eV

```
! RIJCOSX wB97M-V def2-TZVPD def2/J DEFGRID3
* xyz 0 1
C -1.5586 1.2191 -1.0361
C -1.8261 0.2856 0.1415
C -1.0030 0.3573 -2.0694
C -0.2683 1.1538 -3.2486
C -2.6045 1.6923 -4.7015
C 0.5107 -0.3814 1.0368
C 1.2603 -1.5400 0.2532
C 1.2084 0.0891 2.2549
C 0.8874 -0.9375 3.3146
C 2.2092 -1.5908 3.9061
H -0.5558 2.7719 0.1497
H -0.2294 2.7436 -1.5500
H -2.4526 1.6548 -1.2554
H -1.7381 -0.0228 -2.7816
H -0.3162 -0.3683 -1.4944
H -0.2278 0.4089 -4.1920
H 0.7823 1.4836 -2.9124
H -2.1491 1.2732 -5.7645
H -2.7518 0.7048 -4.0174
H -3.5696 2.1970 -5.0632
H -1.5415 -1.3473 1.4262
H 0.7774 0.4477 0.3667
H 0.4554 1.0313 2.5490
H 2.2865 0.2122 2.1432
H 0.4350 -1.8516 2.9312
H 0.1454 -0.7374 4.0486
H 2.9324 -1.9338 5.7580
H 1.5101 -0.7543 5.9926
H 2.5809 -1.9836 1.3664
N -0.4526 2.1214 -0.6698
N -0.9541 -0.5070 0.9442
N 2.1520 -1.6691 5.3152
O -2.9672 -0.2239 0.0688
O 0.5382 -2.0259 -0.4829
O 3.1473 -2.1328 3.0765
O 2.5253 -1.9090 0.2453
S -1.2770 2.6688 -3.6999
*
```


Entry 2:
A single C10H19N3O4S molecule. Source: OMol25; level of theory: wB97M-V/def2-TZVPD.

Calculated values
HOMO-LUMO gap: 9.116 eV
SMILES: CSCC[C@H](N)C(=O)N[C@@H](CCC(N)=O)C(=O)O

```
! RIJCOSX wB97M-V def2-TZVPD def2/J DEFGRID3
* xyz 0 1
C 0.0501 1.0643 -1.3179
C -0.9623 -0.0045 -0.7420
C -0.6889 1.7489 -2.5079
C -0.0037 2.8710 -3.2837
C -0.9236 5.1478 -1.9318
C 0.8446 -1.2314 0.7456
C 1.3094 -2.5251 0.0479
C 0.9549 -1.4229 2.2492
C -0.2162 -2.2330 2.7898
C -0.1719 -2.6176 4.2844
H 2.0919 1.2488 -1.7939
H 1.5408 -0.1654 -2.1965
H 0.0616 1.7751 -0.4314
H -0.8817 0.9639 -3.2549
H -1.6560 2.0184 -2.1821
H -0.7281 3.2238 -4.0170
H 0.8996 2.4892 -3.7694
H -1.5457 4.5848 -1.2896
H -1.5714 5.3414 -2.8454
H -0.5839 6.0714 -1.4700
H -1.1563 -1.6037 0.5275
H 1.5630 -0.4582 0.5218
H 0.8529 -0.4091 2.6789
H 1.8685 -1.8806 2.5225
H -1.1940 -1.7234 2.6310
H -0.3675 -3.1965 2.2893
H -1.7697 -3.7487 3.9450
H -1.0115 -4.0800 5.4394
H 1.5497 -3.1608 -1.7547
N 1.4120 0.5890 -1.5079
N -0.4624 -0.8351 0.3040
N -0.9007 -3.7866 4.4539
O -2.0701 -0.2412 -1.2132
O 1.7626 -3.5508 0.5764
O 0.4521 -2.0747 5.1492
O 1.0509 -2.4529 -1.2682
S 0.6004 4.2645 -2.3784
*
```


Entry 3:
C10H19NNiOSi as an isolated structure. Source: OMol25; level of theory: wB97M-V/def2-TZVPD.

Calculated values
HOMO-LUMO gap (alpha / beta): 3.023 / 5.261 eV
⟨S²⟩: 2.02

```
! RIJCOSX wB97M-V def2-TZVPD def2/J DEFGRID3
* xyz -2 3
C -1.6433 -0.5146 -3.3584
C -1.7535 -1.7231 -2.6146
C -0.5386 -1.9387 -1.9262
C 0.3458 -0.8670 -2.2282
C -0.3427 0.0371 -3.0994
Ni -1.3122 -0.1695 -1.4441
N -1.6526 1.6120 -1.0840
C -2.6583 1.1763 -0.0758
C -2.5395 -0.3283 -0.0326
H -0.3005 -2.8059 -1.3108
H -2.6118 -2.3874 -2.6058
H 1.3718 -0.7722 -1.8812
H 0.0831 0.9091 -3.5708
H -2.3846 -0.1239 -4.0493
H -3.4331 -0.8853 -0.3253
H -2.5040 1.6660 0.9032
H -0.8797 2.0794 -0.5750
H -1.9822 -0.6981 0.8261
H -3.6596 1.4601 -0.4406
C 1.2136 -0.6418 3.3806
Si 1.6037 0.2155 1.7202
C 1.9051 2.0765 2.0140
C 3.2439 -0.4794 1.0481
O 0.4283 0.0489 0.6716
H 2.0062 -0.5162 4.1290
H 1.0789 -1.7240 3.2362
H 0.2861 -0.2494 3.8214
H 2.6834 2.2757 2.7584
H 2.2214 2.5557 1.0733
H 0.9874 2.5803 2.3487
H 3.1418 -1.5420 0.7985
H 3.5296 0.0537 0.1317
H 4.0661 -0.3796 1.7612
*
```


Entry 4:
A single C10H19NO molecule. Source: OMol25; level of theory: wB97M-V/def2-TZVPD.

Calculated values
HOMO-LUMO gap: 9.600 eV
SMILES: C1CCC(NC[C@H]2CCCO2)C1

```
! RIJCOSX wB97M-V def2-TZVPD def2/J DEFGRID3
* xyz 0 1
C -0.7037 -0.3037 -3.3316
C -1.9922 0.3505 -2.8435
H -2.7082 -0.4170 -2.5420
C -1.5240 1.1462 -1.6285
H -1.0509 2.0731 -1.9549
H -2.3418 1.4038 -0.9544
C -0.4805 0.2366 -0.9396
N -1.0090 -0.5261 0.1815
H -1.9113 -0.9126 -0.0769
C -1.1145 0.2034 1.4314
H -1.4184 1.2522 1.2928
C 0.2123 0.2012 2.2112
H -0.0027 0.5639 3.2291
C 0.8773 -1.1879 2.2562
H 1.1653 -1.4387 3.2771
H 0.2020 -1.9485 1.8740
C 2.1103 -1.0200 1.3700
H 1.8518 -1.2306 0.3334
C 2.4044 0.4678 1.5414
H 2.9634 0.6462 2.4733
O 1.1418 1.0945 1.6085
H 2.9537 0.9110 0.7088
H 2.9452 -1.6477 1.6728
H -1.8611 -0.2897 2.0591
H 0.3446 0.8323 -0.5485
C -0.0045 -0.7366 -2.0410
H -0.3089 -1.7465 -1.7629
H 1.0790 -0.7306 -2.1484
H -2.4610 0.9775 -3.6011
H -0.0973 0.4355 -3.8578
H -0.8841 -1.1403 -4.0055
*
```


Number 1: electronic energy -34167.526 eV. Number 2: electronic energy -34174.301 eV. Number 3: electronic energy -63132.617 eV. Number 4: electronic energy -14215.633 eV.